Record 1
A 4-piece molecular cluster, C10H22BBrClNO19P2S4 overall, computed with ωB97M-V/def2-TZVPD.

```
61
Properties=species:S:1:pos:R:3:forces:R:3:mulliken_charge:R:1
N 0.906 3.136 4.547 0.258 -0.021 -0.022 -0.70
P 1.345 3.125 2.924 0.088 -0.331 -0.009 0.91
O 1.710 4.701 2.734 0.299 0.001 -0.044 -0.65
C 3.116 2.399 2.919 -0.007 0.234 0.261 0.54
Cl 3.901 2.654 4.540 0.222 0.118 -0.201 -0.14
C 4.006 3.079 1.871 -0.184 -0.461 0.286 -1.40
S 3.659 2.509 0.206 0.294 0.923 -0.163 1.31
O 4.704 1.673 -0.270 0.069 -0.503 0.045 -0.64
O 3.264 3.640 -0.566 -0.311 -0.034 -0.024 -0.69
O 2.324 1.664 0.405 -0.101 -0.015 0.283 0.00
C 2.311 0.580 1.347 0.014 -0.341 -0.070 -1.07
P 2.960 -0.990 0.538 0.293 -0.054 -0.291 0.10
O 2.264 -2.047 1.575 0.109 0.182 0.350 -0.47
Br 1.557 -1.008 -1.228 -0.167 0.054 0.128 -0.27
C 2.993 0.878 2.712 0.375 -0.016 0.015 -1.71
B 4.395 0.135 3.016 0.119 0.118 0.449 1.42
O 5.447 0.228 2.160 -0.502 0.004 -0.311 -0.61
O 4.570 -0.569 4.180 -0.235 -0.391 -0.504 -0.54
H 1.579 3.578 5.167 -0.106 -0.062 0.081 0.26
H 0.664 2.213 4.883 -0.176 0.092 0.120 0.27
H 1.267 5.001 1.932 -0.142 0.255 0.071 0.41
H 5.052 2.861 2.078 0.039 0.052 -0.197 0.52
H 3.797 4.145 1.868 0.201 0.057 -0.015 0.64
H 1.247 0.411 1.539 -0.014 0.144 -0.136 1.27
H 1.657 -1.651 2.213 -0.247 -0.159 -0.154 0.35
H 2.304 0.534 3.495 -0.119 0.025 -0.086 0.32
H 5.948 -0.591 2.121 0.463 0.100 0.224 0.28
H 3.739 -0.821 4.590 0.042 0.131 0.294 0.29
C -1.624 2.352 -0.582 0.362 0.046 -0.087 0.02
C -1.422 1.298 0.483 -0.300 -0.134 -0.113 0.15
O -1.131 2.054 1.667 -0.324 0.085 -0.183 -0.24
S -1.937 3.434 1.646 -0.232 -0.581 -0.373 1.09
O -3.122 3.305 2.410 -0.040 0.179 0.083 -0.57
O -1.021 4.488 1.886 0.051 0.292 0.073 -0.53
O -2.332 3.403 0.099 -0.098 -0.051 0.141 -0.35
H -0.672 2.746 -0.942 0.014 -0.032 0.020 0.26
H -2.216 1.996 -1.416 -0.179 0.068 -0.021 0.00
H -0.586 0.646 0.254 0.131 -0.020 0.088 -0.12
H -2.326 0.709 0.656 0.014 -0.006 -0.053 0.27
C -4.605 0.929 -3.596 0.000 0.158 -0.205 -0.33
C -5.322 -0.253 -4.217 -0.184 -0.075 0.228 -0.41
O -4.256 -1.078 -4.712 0.110 0.177 -0.098 -0.33
S -2.988 -0.972 -3.755 -0.365 0.128 -0.076 1.09
O -2.997 -2.056 -2.840 0.171 -0.057 0.179 -0.51
O -1.849 -0.679 -4.539 0.184 -0.089 -0.059 -0.57
O -3.453 0.342 -2.964 -0.108 -0.076 0.092 -0.22
H -4.265 1.639 -4.351 -0.007 -0.014 -0.009 0.31
H -5.204 1.442 -2.849 0.100 -0.060 0.122 0.32
H -5.969 0.029 -5.042 0.107 -0.076 -0.118 0.31
H -5.890 -0.818 -3.477 0.001 0.019 0.003 0.29
C -1.235 -5.804 -1.435 0.329 -0.033 0.001 -0.28
C -1.312 -4.966 -2.692 -0.257 0.222 0.107 -0.16
O -1.418 -5.938 -3.747 0.173 -0.134 0.108 -0.32
S -2.243 -7.205 -3.236 0.094 0.225 0.105 1.11
O -3.598 -7.090 -3.633 -0.157 -0.080 -0.022 -0.54
O -1.493 -8.371 -3.525 0.042 -0.133 -0.112 -0.53
O -2.155 -6.879 -1.672 -0.114 0.111 -0.041 -0.34
H -0.238 -6.224 -1.287 -0.001 0.012 -0.010 0.29
H -1.537 -5.257 -0.546 -0.159 -0.091 0.009 0.30
H -0.428 -4.354 -2.845 0.049 -0.105 -0.177 0.32
H -2.200 -4.336 -2.705 0.016 0.021 0.019 0.17
```
Positions in Å, forces in eV/Å.

Summary:
HOMO level: -9.065 eV
SMILES: NP(O)[C@]1(Cl)CS(=O)(=O)O[C@@H](P(O)Br)[C@H]1B(O)O.O=S1(=O)OCCO1.O=S1(=O)OCCO1.O=S1(=O)OCCO1
Multiplicity: 1
Max |F|: 1.0 eV/Å
Frontier orbital gap: 8.627 eV
Energy: -196280.784 eV

---

Record 2
C35H35CaN7O4 as an isolated structure, computed with ωB97M-V/def2-TZVPD.

```
82
Properties=species:S:1:pos:R:3:forces:R:3:mulliken_charge:R:1
Ca 1.123 -0.274 0.107 -2.252 0.025 1.487 1.96
C 3.003 1.700 2.962 -0.005 -0.040 -0.036 -1.59
C 2.353 0.354 3.124 -0.052 0.002 0.070 0.87
C 0.984 0.232 3.337 -0.025 0.000 0.023 -0.62
C 0.376 -1.018 3.516 -0.047 0.084 0.013 1.04
C -1.111 -1.123 3.747 0.033 0.006 -0.038 -1.69
C 1.173 -2.148 3.485 0.006 -0.050 -0.018 -0.18
C 2.549 -2.061 3.266 0.033 -0.019 0.035 0.54
C 3.383 -3.314 3.226 -0.026 0.040 -0.028 -1.59
C 3.121 -0.812 3.079 -0.008 -0.017 -0.021 -0.47
H 3.374 1.802 1.941 0.012 -0.015 -0.009 0.15
H 3.853 1.806 3.638 -0.027 -0.003 0.006 0.45
H 2.299 2.510 3.166 0.009 -0.031 -0.003 0.32
H 0.385 1.131 3.446 0.008 0.011 -0.067 0.39
H -1.474 -0.292 4.354 -0.002 -0.006 -0.005 0.42
H -1.361 -2.053 4.259 -0.002 0.003 0.004 0.45
H -1.666 -1.123 2.803 0.019 -0.003 0.020 -0.04
H 0.718 -3.123 3.628 0.011 0.005 -0.002 0.38
H 3.091 -3.944 2.382 -0.001 0.023 0.030 0.31
H 3.247 -3.901 4.136 0.006 0.006 -0.009 0.41
H 4.443 -3.081 3.124 -0.034 -0.003 0.002 0.36
H 4.187 -0.732 2.893 -0.041 -0.005 -0.009 0.30
C -1.867 2.052 -6.152 0.020 -0.041 0.050 -1.64
C -1.550 1.289 -4.891 -0.100 -0.009 -0.073 0.43
C -2.405 0.309 -4.390 0.003 0.005 0.000 -1.00
C -2.104 -0.402 -3.243 0.035 0.004 0.030 -0.65
C -0.928 -0.175 -2.496 -0.097 -0.085 0.274 0.00
N -0.614 -0.829 -1.326 -0.391 -0.078 -0.504 -0.10
C -1.565 -1.454 -0.561 0.066 -0.017 -0.185 0.51
C -2.868 -0.973 -0.293 -0.022 -0.072 0.102 -0.20
C -3.717 -1.625 0.583 -0.008 0.028 -0.028 -0.95
C -3.346 -2.795 1.253 -0.100 0.009 0.051 0.60
C -4.273 -3.461 2.238 0.038 0.042 -0.049 -1.69
C -2.077 -3.287 1.004 0.050 -0.060 -0.011 -0.24
C -1.218 -2.645 0.124 0.155 0.056 -0.066 -0.61
N 0.086 -3.198 -0.115 -0.087 0.071 0.040 0.18
C 0.427 -4.246 -0.887 -0.024 -0.002 0.046 -0.11
C 1.802 -4.276 -0.962 0.055 0.041 0.034 -1.41
C 2.222 -3.169 -0.209 -0.143 -0.174 0.003 -0.63
N 1.177 -2.525 0.302 0.032 -1.220 -0.091 0.43
C -0.038 0.772 -3.062 0.323 -0.010 0.197 -0.02
C -0.362 1.485 -4.207 0.129 0.106 -0.070 -0.34
N 1.233 1.072 -2.462 0.080 -0.048 0.128 1.00
C 1.533 2.430 -1.968 0.054 -0.224 0.164 -0.58
C 3.381 3.165 -0.283 -0.125 0.242 -0.310 -1.21
C 3.122 0.691 -1.171 0.255 0.176 -0.058 -0.33
N 2.028 0.100 -1.982 0.092 0.330 -0.798 -1.40
H -2.944 2.169 -6.279 0.006 0.007 0.001 0.39
H -1.487 1.535 -7.038 -0.004 0.004 0.017 0.31
H -1.418 3.046 -6.137 -0.006 -0.014 0.013 0.35
H -3.329 0.094 -4.918 0.012 -0.007 0.032 0.39
H -2.791 -1.162 -2.893 -0.012 0.019 -0.028 0.44
H -3.196 -0.071 -0.795 -0.001 -0.010 0.005 0.80
H -4.707 -1.213 0.758 0.035 -0.005 -0.010 0.38
H -5.285 -3.547 1.839 0.017 -0.001 0.001 0.41
H -4.337 -2.890 3.169 -0.001 -0.009 -0.011 0.27
H -3.925 -4.463 2.491 -0.002 0.012 -0.012 0.38
H -1.735 -4.192 1.498 0.014 0.032 -0.016 0.36
H -0.326 -4.879 -1.326 0.000 0.036 0.017 0.47
H 2.410 -4.982 -1.500 -0.013 0.018 0.026 0.45
H 3.216 -2.792 -0.021 -0.031 -0.005 -0.029 0.70
H 0.354 2.213 -4.578 -0.028 -0.037 0.014 0.44
H 1.647 3.150 -2.774 -0.012 0.042 -0.042 0.74
H 2.951 4.106 0.061 0.062 -0.117 0.238 0.32
H 4.071 0.502 -1.693 0.073 -0.044 -0.015 0.48
C -1.821 1.975 1.659 0.052 0.079 -0.054 -1.04
C -1.012 2.546 0.546 0.069 -0.129 -0.058 -0.38
N 0.033 1.988 -0.031 -0.153 0.458 0.041 0.65
C 0.411 2.836 -1.053 0.350 -0.406 -0.007 -0.43
C -0.404 3.922 -1.085 -0.122 0.316 -0.037 -0.05
N -1.304 3.724 -0.044 -0.105 0.134 0.040 -0.11
C -0.388 5.057 -2.027 -0.196 -0.098 -0.007 0.39
O -1.198 6.111 -1.749 -0.013 -0.008 0.117 -0.53
O 0.271 5.071 -3.024 0.110 -0.021 -0.034 -0.49
C 2.853 2.215 -1.230 -0.334 -0.167 0.289 1.94
O 3.938 3.136 -1.531 0.073 -0.143 -0.200 -0.64
O 3.083 0.135 0.086 2.210 1.037 -0.511 -0.79
H -1.441 0.993 1.923 0.007 -0.016 -0.018 -0.36
H -2.863 1.860 1.357 -0.004 0.000 -0.007 0.46
H -1.785 2.615 2.543 0.012 -0.014 -0.008 0.50
H -2.109 4.280 0.188 -0.019 -0.041 -0.047 0.27
H -1.558 6.070 -0.856 0.050 0.017 -0.021 0.32
```
Positions in Å, forces in eV/Å.

Summary:
HOMO level (alpha / beta): -6.374 / -6.531 eV
ΔE to the lowest compared entry with this formula, charge and spin: 7.622 eV
Multiplicity: 1
Max |F|: 2.7 eV/Å
Frontier orbital gap (alpha / beta): 6.151 / 6.314 eV
Energy: -73921.675 eV